62
Properties=species:S:1:pos:R:3:forces:R:3:lowdin_charge:R:1 method="wB97M-V/def2-TZVPD" de_lowest_kcal_mol=160.9 smiles="NC(N)=O.NC(N)=O.NC(N)=O.NC(N)=O.NC(N)=O.NC(N)=O.NC(N)=O.O.O" e_homo_ev=-9.647 molar_mass_da=456.42 orbital_gap_ha=0.3558 total_energy_ha=-1729.7334 lumo_energy_ev=0.035
N 0.05821 -0.32409 0.01544 -0.98 2.94 0.95 0.17
C 0.33174 -1.48166 -0.51927 -3.76 -0.50 -2.70 -0.83
N 1.42303 -1.96396 -0.09527 5.00 -2.37 1.79 0.16
O -0.35855 -2.07741 -1.33050 -1.17 -0.28 -0.58 0.01
H 0.73417 -0.02021 0.70160 -1.00 0.72 0.04 0.11
H -0.82480 0.11619 -0.20031 0.47 0.21 0.29 0.13
H 1.60219 -2.90274 -0.42192 0.79 0.39 0.15 0.13
H 2.08142 -1.27706 0.24354 0.61 -1.10 0.03 0.12
N -5.91291 4.15100 4.30212 0.21 2.76 6.04 0.15
C -5.50214 3.81682 3.11478 3.63 1.78 0.42 -0.84
N -6.43665 3.14284 2.63672 -5.49 -4.96 -4.76 0.16
O -4.45300 4.06041 2.57700 1.58 0.98 -0.55 0.06
H -5.44279 4.84248 4.86864 0.13 -0.37 -0.18 0.12
H -6.78862 3.80523 4.66772 0.42 0.55 0.00 0.11
H -6.43536 2.92031 1.65154 -0.18 -0.43 0.38 0.14
H -7.12591 2.82452 3.30282 -0.28 -0.30 -1.35 0.12
N 0.91303 3.34665 6.55851 -0.85 -3.90 -1.10 0.15
C 1.52968 4.09192 7.46656 3.31 -0.86 1.29 -0.76
N 1.22633 5.32795 7.27047 -1.94 5.50 -0.36 0.14
O 2.42080 3.80426 8.27587 -0.84 -1.15 -0.84 0.01
H 0.26565 3.66089 5.84982 0.45 0.31 0.35 0.11
H 1.22868 2.39435 6.44188 -0.27 0.10 0.29 0.11
H 1.85357 6.08870 7.48940 -0.33 -0.40 0.41 0.13
H 0.34043 5.53643 6.83250 0.46 0.40 -0.07 0.11
N -0.70517 -8.31130 0.67163 -4.55 5.37 2.65 0.16
C 0.07665 -9.14151 0.13817 3.41 2.16 -2.88 -0.86
N -0.11923 -10.30222 0.60664 0.69 -6.86 0.89 0.17
O 0.91508 -8.74964 -0.66386 0.76 -0.94 -0.94 0.03
H -0.74305 -7.40689 0.22361 -0.26 -0.05 0.49 0.13
H -1.43606 -8.65277 1.27932 -0.11 0.76 -0.31 0.11
H 0.47938 -11.00808 0.20224 -0.25 -0.29 0.54 0.13
H -0.68892 -10.49081 1.41904 0.33 -0.15 -0.44 0.12
N -4.47208 0.66544 -4.82204 2.83 0.70 -1.70 0.16
C -5.43674 0.83251 -3.95878 -0.68 2.16 -0.94 -0.84
N -5.93523 -0.28697 -3.59673 -2.35 -4.73 2.64 0.16
O -5.94059 1.89145 -3.70048 -0.62 2.26 0.69 0.05
H -4.15232 -0.27667 -4.99607 0.30 0.79 -0.76 0.11
H -4.32027 1.51803 -5.34179 0.84 -0.66 -0.35 0.12
H -6.73582 -0.22930 -2.98369 0.37 -0.44 0.09 0.13
H -5.35579 -1.11164 -3.66206 -0.68 -0.09 0.33 0.11
N 5.26149 4.01959 -5.16338 3.73 -0.61 -1.81 0.16
C 4.19665 4.42708 -4.53772 -2.09 0.66 1.17 -0.78
N 3.30996 3.44525 -4.35205 -2.13 -1.62 0.66 0.14
O 3.92283 5.53880 -4.14520 0.52 1.30 -0.14 0.04
H 5.43179 3.03127 -5.28301 0.06 0.43 -0.12 0.11
H 6.00551 4.66503 -5.38685 -0.21 -0.18 0.22 0.12
H 2.41407 3.77571 -4.02297 0.20 -0.41 0.06 0.11
H 3.43072 2.47112 -4.58993 -0.08 0.42 -0.05 0.10
N 6.13697 2.00337 3.44537 0.36 -1.02 3.86 0.15
C 5.90589 2.43619 2.22891 -0.29 0.53 0.24 -0.83
N 6.52852 1.74153 1.32041 2.04 -2.52 -3.04 0.16
O 5.22047 3.38652 2.03950 -1.91 2.64 -1.02 0.06
H 5.68115 2.54181 4.16815 0.15 -0.38 0.01 0.12
H 6.53166 1.10033 3.66637 -0.15 0.37 0.03 0.11
H 7.14034 1.00467 1.64105 -0.05 0.21 -0.50 0.10
H 6.51376 1.95175 0.33264 -0.17 0.15 0.45 0.12
O -2.96667 -5.85996 -4.65942 0.02 -0.09 -0.18 -0.05
H -2.54497 -5.16572 -4.15302 0.21 0.16 0.13 0.03
H -3.85333 -5.91253 -4.30262 -0.23 -0.06 0.07 0.02
O 1.05926 -4.76736 -7.14291 -0.05 -0.13 -0.16 -0.05
H 1.83904 -4.76076 -6.58782 0.19 -0.06 0.15 0.03
H 0.67697 -3.89710 -7.03004 -0.15 0.19 0.01 0.03